C48H43Cl5N7O3SSiY as an isolated structure. Source: the Open Molecules 2025 dataset; level of theory: wB97M-V/def2-TZVPD.

For the largest force on an atom, the calculation gives 1.4 eV/Å. Its net charge is 0. The calculation puts the HOMO energy at -7.0059 eV. The calculation puts the total energy at -5491.20599 Ha.

Last column: Mulliken charge in e.
Atoms and positions in Å:
Y: 0.5153 0.7507 0.4759  -0.586
Cl: 5.8220 0.7858 -4.6060  -0.249
C: 4.4109 1.0692 -3.6575  0.130
C: 4.1347 0.2199 -2.6022  -0.600
C: 3.0350 0.4869 -1.8144  -0.035
Cl: 2.7341 -0.5091 -0.4389  0.426
C: 2.1683 1.5834 -2.0049  -0.375
O: 1.1998 1.8786 -1.2004  -0.545
C: 2.4992 2.3946 -3.1195  0.338
Cl: 1.5140 3.7759 -3.3970  -0.252
C: 3.5833 2.1474 -3.9358  -0.533
H: 4.7698 -0.6226 -2.3814  0.556
H: 3.8007 2.7942 -4.7698  0.488
C: 4.0290 -2.1674 4.4821  -0.838
N: 3.5268 -2.5167 3.1882  0.335
C: 4.2423 -2.9504 2.1030  -1.089
C: 3.3911 -3.1024 1.0681  -0.225
N: 2.1316 -2.7317 1.5094  0.725
C: 2.2172 -2.3834 2.8451  -0.145
S: 1.0043 -2.0362 3.8988  -0.408
C: 0.9263 -2.8226 0.8170  0.367
C: 0.7120 -3.8344 -0.1192  -0.942
C: -0.5619 -3.9945 -0.6291  -0.769
C: -1.5866 -3.2112 -0.1144  -0.659
C: -1.2588 -2.2007 0.7688  -0.965
N: -0.0171 -1.9490 1.1820  0.441
H: 5.0880 -2.4009 4.5362  0.340
H: 3.4832 -2.7176 5.2491  0.354
H: 3.8707 -1.1030 4.6584  0.199
H: 5.2997 -3.1051 2.1525  0.419
H: 3.5730 -3.4048 0.0568  0.506
H: 1.5299 -4.4656 -0.4312  0.521
H: -0.7576 -4.7448 -1.3789  0.448
H: -2.6077 -3.3620 -0.4254  0.548
H: -2.0223 -1.5685 1.2024  0.796
C: 0.2586 4.7875 2.9840  -1.048
C: -1.0677 4.8189 3.3784  -0.723
C: -1.9787 4.0504 2.6757  -1.180
C: -1.5281 3.2396 1.6327  0.479
N: -0.2328 3.1599 1.3003  0.712
C: 0.6213 3.9496 1.9404  -0.451
C: -2.4812 2.4252 0.8472  0.574
C: -3.7866 2.8715 0.6280  -0.982
C: -4.6839 2.0452 -0.0285  -0.841
C: -4.2441 0.8110 -0.4747  -1.603
C: -2.9103 0.4816 -0.2889  -0.568
N: -2.0437 1.2527 0.3620  1.098
H: 1.0001 5.3886 3.4838  0.481
H: -1.3934 5.4372 4.2012  0.449
H: -3.0209 4.0545 2.9541  0.513
H: 1.6466 3.9043 1.6125  0.604
H: -4.0998 3.8524 0.9553  0.615
H: -5.7042 2.3605 -0.1911  0.499
H: -4.9065 0.1230 -0.9740  0.613
H: -2.5266 -0.4445 -0.6916  0.753
C: 4.9024 0.5145 1.9676  -0.731
Si: 3.5175 1.8477 2.0767  0.501
C: 4.2173 3.0747 3.3876  -1.652
C: 3.6571 2.9028 0.4785  -1.154
N: 1.9042 1.2110 2.2114  1.649
C: 1.1872 1.2035 3.3832  1.107
C: -0.1885 0.8925 3.3565  0.643
C: -1.0049 1.0548 4.4563  -0.790
C: -0.4733 1.4882 5.6587  -1.090
C: 0.8974 1.6726 5.7483  -0.810
C: 1.7120 1.5250 4.6463  -1.223
H: 5.5663 0.7201 1.1328  0.374
H: 4.5019 -0.4811 1.8206  -0.112
H: 5.5101 0.5104 2.8664  0.391
H: 5.0532 3.6256 2.9669  0.470
H: 4.6001 2.5730 4.2686  0.448
H: 3.4871 3.8008 3.7263  0.394
H: 4.4014 2.4892 -0.1965  0.386
H: 3.9720 3.9171 0.7054  0.567
H: 2.7203 2.9674 -0.0639  0.116
H: -0.6133 0.4674 2.4306  0.230
H: -2.0623 0.8400 4.3751  0.508
H: -1.1108 1.6516 6.5132  0.381
H: 1.3407 1.9448 6.6964  0.412
H: 2.7741 1.6559 4.7492  0.297
Cl: -4.8011 -2.9387 -1.9721  -0.168
C: -4.2601 -3.9178 -3.2942  1.074
C: -4.8435 -5.1594 -3.4626  -0.710
C: -4.3546 -6.0252 -4.4234  -0.516
C: -3.2731 -5.6523 -5.2047  -0.483
C: -2.7232 -4.3942 -5.0517  0.411
Cl: -1.3859 -3.9238 -6.0407  -0.206
C: -3.2167 -3.4675 -4.1155  -1.111
N: -2.6389 -2.2213 -4.0196  0.028
C: -3.3129 -1.0339 -3.8378  1.087
C: -4.6796 -0.9455 -4.1284  -0.332
C: -5.3758 0.2331 -3.9517  -0.871
C: -4.7115 1.3638 -3.5059  -1.021
C: -3.3458 1.3016 -3.2822  -0.692
C: -2.6205 0.1297 -3.4508  0.577
C: -1.1212 0.1853 -3.3124  -1.455
C: -0.4843 -0.8533 -2.3572  0.416
O: -0.2639 -1.9931 -2.7668  -0.893
O: -0.2126 -0.4601 -1.1808  0.569
H: -5.6610 -5.4473 -2.8214  0.454
H: -4.8055 -6.9952 -4.5492  0.393
H: -2.8666 -6.3306 -5.9385  0.448
H: -1.6208 -2.2103 -3.8961  0.339
H: -5.1910 -1.8163 -4.5165  0.597
H: -6.4368 0.2609 -4.1624  0.407
H: -5.2479 2.2908 -3.3601  0.446
H: -2.8199 2.1950 -2.9737  0.489
H: -0.8346 1.1797 -2.9592  0.035
H: -0.6783 0.0253 -4.3008  0.657

=====

C48H43IrN3O2P2 as an isolated structure. Source: the Open Molecules 2025 dataset; level of theory: wB97M-V/def2-TZVPD.

For the largest force on an atom, the calculation gives 0.6 eV/Å. Its net charge is +1. The calculation puts the HOMO energy at -10.2706 eV. The calculation puts the total energy at -2956.61784 Ha.

Last column: Mulliken charge in e.
Atoms and positions in Å:
Ir: 0.2028 -0.1399 0.3348  2.409
C: 1.6479 3.1352 -0.2064  -2.565
N: 2.9259 2.9003 0.4106  1.665
C: 3.1486 1.7133 1.2029  -2.111
P: 2.4954 0.0900 0.5260  1.385
C: 2.7779 0.3292 -1.2599  1.424
C: 3.8388 1.0593 -1.7921  -0.420
C: 3.8891 1.3402 -3.1488  -1.135
C: 2.8765 0.9041 -3.9951  -0.893
C: 1.8145 0.1741 -3.4830  -1.198
C: 1.7736 -0.1136 -2.1254  -0.830
C: 3.7010 -1.1467 1.1083  0.604
C: 3.3577 -2.1201 2.0457  0.261
C: 4.2914 -3.0572 2.4526  -0.943
C: 5.5771 -3.0370 1.9285  -0.670
C: 5.9192 -2.0880 0.9786  -0.827
C: 4.9825 -1.1526 0.5620  -0.806
C: 4.0073 3.6916 -0.0132  0.516
C: 5.1965 3.7312 0.7237  -0.419
C: 6.2668 4.4993 0.2954  -0.812
C: 6.1794 5.2638 -0.8598  -0.587
C: 4.9951 5.2497 -1.5772  -0.925
C: 3.9187 4.4737 -1.1675  -0.113
P: 0.2033 2.2552 0.5093  1.381
C: -0.0766 2.9856 2.1396  0.572
C: -1.2428 2.6473 2.8308  -0.601
C: -1.4802 3.1669 4.0926  -0.704
C: -0.5474 4.0128 4.6822  -0.914
C: 0.6144 4.3462 4.0038  -0.763
C: 0.8513 3.8387 2.7324  -0.916
C: -1.0603 2.9728 -0.5970  0.398
C: -0.9907 2.6407 -1.9545  -0.144
C: -1.9282 3.1300 -2.8492  -0.919
C: -2.9555 3.9498 -2.3974  -0.720
C: -3.0313 4.2832 -1.0545  -0.809
C: -2.0869 3.8013 -0.1554  -0.545
H: 1.6344 2.8433 -1.2677  0.768
H: 1.4054 4.2030 -0.1745  1.202
H: 2.7443 1.8077 2.2079  0.201
H: 4.2198 1.5494 1.3064  0.982
H: 4.6246 1.4428 -1.1550  0.493
H: 4.7182 1.9136 -3.5422  0.479
H: 2.9210 1.1264 -5.0530  0.428
H: 1.0337 -0.1914 -4.1377  0.585
H: 0.9705 -0.7589 -1.7572  0.704
H: 2.3480 -2.1762 2.4226  0.356
H: 4.0099 -3.8132 3.1735  0.467
H: 6.3061 -3.7694 2.2492  0.421
H: 6.9131 -2.0767 0.5513  0.472
H: 5.2661 -0.4363 -0.1971  0.239
H: 5.2880 3.1884 1.6550  0.485
H: 7.1731 4.5116 0.8870  0.421
H: 7.0151 5.8672 -1.1857  0.416
H: 4.8989 5.8439 -2.4771  0.405
H: 3.0223 4.4751 -1.7713  0.415
H: -1.9772 1.9916 2.3749  0.371
H: -2.3942 2.9155 4.6154  0.527
H: -0.7312 4.4162 5.6692  0.411
H: 1.3395 5.0065 4.4605  0.481
H: 1.7644 4.1027 2.2127  0.362
H: -0.1943 1.9988 -2.3216  0.249
H: -1.8583 2.8726 -3.8981  0.481
H: -3.6912 4.3294 -3.0937  0.430
H: -3.8246 4.9274 -0.6990  0.457
H: -2.1532 4.0836 0.8867  0.411
N: -1.8114 -0.0763 -0.6047  -0.503
C: -2.8372 -1.0705 -0.3494  -0.044
C: -4.1471 -0.6392 -0.2287  -0.558
C: -5.1413 -1.5444 0.0895  -0.703
C: -4.8070 -2.8755 0.2941  -0.924
C: -3.4970 -3.2922 0.1452  -1.182
C: -2.4787 -2.3988 -0.2021  0.927
C: -1.0949 -2.8887 -0.4362  1.558
C: -1.0221 -4.1468 -1.0491  -1.007
C: 0.1784 -4.7790 -1.3030  -1.036
C: 1.3484 -4.1419 -0.9389  -1.296
C: 1.2893 -2.8844 -0.3604  0.637
C: 0.0936 -2.1931 -0.1008  -0.685
H: -2.2376 0.8395 -0.4858  -0.349
H: -1.5580 -0.1154 -1.5941  0.428
H: -4.3807 0.4127 -0.3540  0.495
H: -6.1641 -1.2106 0.1989  0.407
H: -5.5692 -3.5902 0.5743  0.417
H: -3.2462 -4.3295 0.3212  0.635
H: -1.9421 -4.6272 -1.3545  0.603
H: 0.1945 -5.7474 -1.7853  0.385
H: 2.3117 -4.6047 -1.1147  0.490
H: 2.2353 -2.4332 -0.1273  0.614
O: -2.4658 -0.3571 2.2272  -0.474
C: -1.4339 -0.4317 2.8454  -0.188
C: -1.3145 -0.5829 4.3459  -0.755
C: 0.1522 -0.3067 4.6379  -0.755
C: 0.7822 -0.1613 3.2742  -0.036
O: 1.9637 0.0296 3.0646  -0.557
N: -0.1676 -0.2953 2.2931  0.652
H: -1.6423 -1.5839 4.6262  0.363
H: -1.9953 0.1263 4.8141  0.366
H: 0.6659 -1.1038 5.1734  0.387
H: 0.3156 0.6193 5.1907  0.245

=====

C48H43LaN6O8S2Sb2 as an isolated structure. Source: the Open Molecules 2025 dataset; level of theory: wB97M-V/def2-TZVPD.

For the largest force on an atom, the calculation gives 4.3 eV/Å. Its net charge is 0. The calculation puts the HOMO energy at -7.6522 eV. The calculation puts the total energy at -4094.00546 Ha.

Last column: Mulliken charge in e.
Atoms and positions in Å:
La: 1.3788 -0.0784 -1.1804  1.064
S: 4.3693 0.0454 0.5254  -0.285
C: 4.5459 0.1108 -1.1044  0.274
N: 3.6194 -0.1311 -2.0647  0.167
C: 4.1318 -0.2976 -3.3502  -0.370
C: 3.4076 -0.6486 -4.5286  -0.007
C: 4.0036 -0.5058 -5.7860  -0.951
C: 5.3077 -0.0196 -5.8974  -0.426
C: 6.0740 0.2336 -4.7672  -0.612
C: 5.4668 0.0694 -3.5098  0.761
S: 6.1353 0.3725 -1.8976  -0.288
H: 2.3714 -0.9861 -4.4438  0.256
H: 3.4709 -0.7194 -6.6915  0.425
H: 5.6882 0.2000 -6.8809  0.379
H: 7.1226 0.5264 -4.7659  0.378
C: -2.0492 -1.1273 3.7147  -0.888
C: -2.0942 0.3519 4.0475  -0.387
C: -2.6991 1.2580 2.9509  -0.869
Sb: -1.1641 2.2788 1.7601  0.681
C: -2.2293 3.4276 0.2959  0.396
C: -3.1279 2.8100 -0.5755  -0.267
C: -3.4788 3.4569 -1.7799  -0.653
C: -2.8756 4.6312 -2.1448  -0.482
C: -2.0048 5.2639 -1.2484  -0.587
C: -1.6967 4.6962 -0.0255  -0.723
C: -0.5144 3.8168 3.0910  0.369
C: -1.4101 4.7169 3.6852  -0.470
C: -0.8899 5.8240 4.3348  -0.426
C: 0.4643 5.9878 4.4931  -0.617
C: 1.3126 5.0080 4.0281  -0.502
C: 0.8584 3.9246 3.3191  -0.470
Sb: -0.2809 -1.7497 2.4861  0.351
C: -0.4670 -3.9061 2.4789  0.366
C: -1.7379 -4.4713 2.3211  -0.789
C: -1.8831 -5.8399 2.4228  -0.411
C: -0.7962 -6.6526 2.7919  -0.674
C: 0.4503 -6.0754 2.8419  -0.654
C: 0.6253 -4.7210 2.6409  -0.267
C: 1.2320 -1.6777 3.9951  0.480
C: 1.4230 -2.6014 5.0086  -0.323
C: 2.4505 -2.3809 5.9230  -0.642
C: 3.0664 -1.1474 6.0463  -0.597
C: 2.8780 -0.2205 5.0147  -0.666
C: 2.0082 -0.5162 3.9584  -0.406
H: -2.9184 -1.4297 3.0901  0.310
H: -2.0532 -1.8058 4.6253  0.504
H: -1.0712 0.6665 4.3130  0.216
H: -2.6305 0.4965 5.0303  0.349
H: -3.3485 2.0126 3.3851  0.612
H: -3.2297 0.6820 2.1640  0.056
H: -3.5571 1.8577 -0.2879  0.433
H: -4.2532 3.0519 -2.3925  0.474
H: -3.1088 5.2192 -3.0757  0.331
H: -1.5958 6.2343 -1.4804  0.358
H: -0.9683 5.0832 0.6803  0.314
H: -2.4931 4.5931 3.5837  0.334
H: -1.5758 6.5370 4.7752  0.378
H: 0.8306 6.7898 5.1477  0.325
H: 2.3869 5.0820 4.1825  0.374
H: 1.5866 3.1985 2.9437  0.379
H: -2.5732 -3.8243 2.0727  0.305
H: -2.8425 -6.2658 2.2570  0.462
H: -0.9135 -7.6885 3.0368  0.398
H: 1.3202 -6.6863 3.0078  0.421
H: 1.6299 -4.3098 2.6171  0.565
H: 0.8088 -3.5154 5.0931  0.447
H: 2.6547 -3.1475 6.6684  0.348
H: 3.6607 -0.9331 6.8966  0.425
H: 3.4629 0.6934 4.9483  0.444
H: 1.8182 0.2522 3.2137  0.301
O: 1.2748 5.9597 -2.5248  -0.571
C: 0.6434 5.3948 -3.5259  0.397
O: 0.1041 6.0292 -4.4232  -0.653
C: 0.6166 3.9007 -3.6191  0.398
C: 0.1695 3.1555 -4.6873  -0.595
N: 0.2607 1.8371 -4.3377  -0.166
N: 0.6574 1.6683 -3.0430  -0.012
C: 0.9303 2.8941 -2.5816  0.023
C: 1.4138 3.1000 -1.1818  0.796
O: 1.7922 4.2316 -0.7972  -0.842
O: 1.3802 2.0673 -0.4065  -0.126
H: 1.5767 5.2975 -1.8036  0.440
H: -0.1865 3.5347 -5.6646  0.514
H: 0.0514 0.9751 -4.8542  0.077
C: -2.0191 -1.3053 -3.8784  -1.242
C: -0.9871 -2.1659 -3.2903  -0.295
N: -0.0959 -1.8718 -2.3598  0.381
C: 0.6763 -3.0367 -2.1466  -0.004
C: 0.2073 -4.0168 -2.9997  -0.081
N: -0.8476 -3.4443 -3.6921  0.067
C: 0.5710 -5.4249 -3.3287  0.521
O: 1.5736 -5.9380 -2.6852  -0.557
O: -0.0418 -5.9811 -4.2393  -0.655
C: 1.5564 -3.1829 -0.9764  1.189
O: 2.0427 -4.3090 -0.7343  -0.859
O: 1.7417 -2.0970 -0.2017  -0.343
H: -2.0169 -0.3594 -3.3479  0.140
H: -3.0014 -1.7763 -3.8450  0.319
H: -1.7572 -1.0623 -4.9385  0.318
H: -1.4007 -4.0036 -4.3334  0.277
H: 1.8610 -5.3647 -1.8330  0.462
C: -5.0292 -3.0380 -1.2043  -0.983
C: -4.9619 -1.8397 -0.2569  -0.404
C: -3.5923 -1.3106 -0.0432  -0.019
N: -2.5418 -0.8277 0.1097  0.086
H: -6.0494 -3.4511 -1.2457  0.366
H: -4.3374 -3.8177 -0.9246  0.328
H: -4.7878 -2.7197 -2.2411  0.140
H: -5.3908 -2.0950 0.7312  0.335
H: -5.5461 -0.9867 -0.6734  0.333

=====

Number 1: LUMO level -0.0154 hartree. Number 2: LUMO level -0.1172 hartree. Number 3: LUMO level -0.0215 hartree.